Entry w
Here is C13H25BrCl3N5O2SiTa as an isolated structure from the OMol25 dataset. Energies are from ωB97M-V/def2-TZVPD.

Structure (XYZ):
```
51
Properties=species:S:1:pos:R:3
N 0.469 -1.642 0.016
H 5.167 -1.466 1.030
C -2.011 0.088 2.120
H -3.701 -0.186 0.842
Ta 0.338 0.645 -0.098
N 2.595 0.167 -0.424
C 4.647 -0.879 0.286
C -0.115 -1.466 2.369
C 1.467 1.035 3.036
Cl -2.226 3.816 -0.635
C -0.137 -2.376 1.161
H 0.507 0.634 -4.650
H 0.079 -1.982 -0.862
C -0.447 0.753 -4.137
H 1.453 -1.892 -0.067
C 4.571 0.317 -1.784
Cl -0.324 4.204 1.973
H -1.994 -0.747 -1.026
Br 7.086 -0.816 -1.148
H -2.696 -1.604 0.940
Cl 1.219 2.950 -0.822
H -2.393 -0.353 3.043
H -1.134 -2.699 0.884
C 3.243 0.581 -1.533
N -1.892 -0.063 -0.277
H -1.066 -0.105 -4.418
H -0.747 -1.861 3.167
H 2.674 1.147 -2.254
H 2.815 -0.899 1.355
O -0.817 1.508 -1.862
C 5.305 -0.429 -0.865
H 2.612 1.540 1.387
H 0.900 -1.437 2.764
C -0.006 0.783 3.207
C -0.241 0.728 -2.680
N 1.632 1.572 1.661
H -2.352 0.766 -0.651
H -0.229 0.290 4.156
H -0.948 1.669 -4.437
Si -0.677 3.031 0.352
N -0.518 -0.049 2.067
H 2.074 0.139 3.155
C 3.326 -0.559 0.460
H 1.426 2.569 1.730
C -2.666 -0.521 0.912
H 0.428 -3.283 1.376
H -0.541 1.731 3.197
O 0.550 -0.097 -2.084
H -2.231 1.156 2.152
H 5.029 0.689 -2.690
H 1.820 1.752 3.777
```

Values from the calculation:
orbital gap: 7.89 eV
net charge: +3
HOMO energy: -18.03 eV

Atomic partial charges in e from the Mulliken method, atoms 1 to 2: N -0.56; H 0.54

---

Entry x
Here is C13H25BrCl3N5O2SiTa as an isolated structure from the OMol25 dataset. Energies are from ωB97M-V/def2-TZVPD.

Structure (XYZ):
```
51
Properties=species:S:1:pos:R:3
H 0.739 -0.919 -2.369
H 1.108 3.799 0.056
H 2.701 -1.921 2.799
C 2.856 0.171 -0.554
C 2.305 -1.538 1.856
H -2.052 -2.714 -1.502
H -0.753 2.535 -1.001
C -1.058 -3.123 -1.588
H 2.349 1.423 -2.240
H 1.984 0.385 2.655
O -2.127 1.064 1.226
H -0.734 2.556 0.610
H 1.974 -2.416 -0.617
O -0.341 0.563 2.279
C 0.407 -4.864 -2.310
C 2.247 0.394 -1.916
C -0.872 -4.320 -2.244
H -1.417 2.642 3.781
Cl -2.901 -0.789 -3.308
H -1.961 1.086 4.378
N 1.976 0.541 0.573
C 1.118 2.741 -0.212
C 1.956 2.006 0.790
H 0.672 -2.769 1.627
H 3.112 -0.878 -0.451
N 0.811 0.001 -1.946
Si -2.621 0.216 -1.616
H 2.820 -0.196 -2.633
H 2.460 -4.553 -1.717
Br 0.719 -6.468 -3.180
H 2.829 -2.071 1.068
C 1.176 -2.970 -1.082
H 1.510 2.680 -1.219
Ta -0.519 -0.291 0.219
H -1.712 -4.829 -2.697
N -0.055 -2.426 -1.021
H 3.796 0.728 -0.500
H 2.973 2.408 0.779
C 1.450 -4.167 -1.701
Cl -1.987 -1.789 1.048
Cl -4.199 1.246 -1.049
H 3.580 0.179 1.936
N -0.248 2.171 -0.195
H 0.330 0.631 -2.583
H 1.548 2.184 1.784
C -2.027 1.771 3.531
N 0.856 -1.773 1.728
H 0.417 -1.488 2.604
C -1.497 1.116 2.320
H -3.058 2.077 3.375
C 2.519 -0.057 1.817
```

Values from the calculation:
orbital gap: 6.81 eV
net charge: +3
HOMO energy: -17.86 eV

Atomic partial charges in e from the natural (NBO) method, atoms 1 to 2: H 0.43; H 0.26

---

Energy above the most stable structure, in eV: entry w 0.000; entry x 1.809